# 1
ORCA calculation (ωB97M-V with the def2-TZVPD basis set) on 2 unconnected molecules or ions with the total composition C2H5NO3.

For the HOMO-LUMO gap, the calculation gives 10.87 eV. The calculated total energy comes out at -9787.180 eV. As for the SMILES: O=CNC=O.O. The value obtained for the energy relative to the best compared isomer or geometry (same formula, charge and spin) is 97.4 kJ/mol.

Geometry as XYZ:
```
11
Properties=species:S:1:pos:R:3:forces:R:3
O -2.54250 -0.84768 1.70308 -0.4350 -0.0189 -0.0325
C -1.66589 -1.50010 2.17149 0.5992 -0.0233 -0.1949
N -0.35101 -1.48925 1.64579 -0.5040 -0.0131 0.2701
C -0.13554 -1.46770 0.27838 0.2610 -0.2027 -0.8755
O -0.95302 -1.78541 -0.54115 -0.2271 0.1877 0.1852
H -1.78676 -2.16580 3.03464 0.0264 0.0755 0.2488
H 0.41116 -1.64794 2.28587 0.1081 -0.0089 -0.1667
H 0.86814 -1.17413 -0.06825 0.1703 0.0057 0.5617
H 2.23661 4.36398 -2.78600 -0.3094 0.0810 -0.3717
H 1.63907 3.97455 -4.20607 0.2176 0.2002 0.6120
O 2.27973 3.73948 -3.51780 0.0930 -0.2832 -0.2365
```
Forces are in eV/Å.

# 2
ORCA calculation (ωB97M-V with the def2-TZVPD basis set) on C2H5NO3 in the gas phase.

For the HOMO-LUMO gap (spin up / spin down), the calculation gives 7.06 / 7.47 eV. The multiplicity is 3. The calculated total energy comes out at -9782.929 eV. Its expectation value of S² is 2.01. The value obtained for the energy relative to the best compared isomer or geometry (same formula, charge and spin) is 10.2 kJ/mol.

Geometry as XYZ:
```
11
Properties=species:S:1:pos:R:3:forces:R:3
C 0.02188 0.02897 -0.17613 -0.9754 -0.0212 1.0495
C -1.28049 -0.61432 0.56495 1.7649 4.5252 0.1235
N 0.65964 0.86685 0.75623 0.3597 -0.8605 0.2576
O 0.87923 -0.98973 -0.42945 1.1694 -1.8814 -0.3652
O -0.18627 0.63553 -1.40723 0.1364 0.6611 -1.2027
O -1.84985 -1.68480 0.39876 -1.1943 -2.7147 -0.8887
H -1.49835 0.04706 1.41252 -0.2564 -0.3816 0.0405
H 0.35728 1.75514 1.08509 -0.3297 0.2850 -0.3399
H 1.62413 0.63193 0.75978 0.7175 0.3626 0.4713
H 0.75832 0.74275 -1.74042 -1.7585 0.0779 0.4236
H 0.51448 -1.41937 -1.22410 0.3664 -0.0522 0.4304
```
Forces are in eV/Å.

# 3
ORCA calculation (ωB97M-V with the def2-TZVPD basis set) on 2 unconnected molecules or ions with the total composition C2H5NO4.

For the HOMO-LUMO gap, the calculation gives 11.61 eV. The calculated total energy comes out at -11835.763 eV. As for the SMILES: O=CNC(=O)O.O. The value obtained for the energy relative to the best compared isomer or geometry (same formula, charge and spin) is 99.3 kJ/mol.

Geometry as XYZ:
```
12
Properties=species:S:1:pos:R:3:forces:R:3
O 0.64009 -1.76434 0.25808 -0.2123 -0.5752 -0.3461
C 1.20701 -0.90739 -0.36381 0.3956 1.6166 -0.1117
N 0.59947 0.10885 -1.08041 -0.9879 -0.3193 -0.1196
C -0.77610 0.24749 -1.39943 -0.4468 -0.1573 1.0575
O -1.62410 -0.55496 -0.71212 0.6134 0.0006 -0.9838
O -1.14872 1.09462 -2.14628 0.0053 0.2772 -0.1701
H 2.29869 -0.75943 -0.42902 -0.0408 -0.4127 0.3421
H 1.06358 0.98065 -1.27665 0.6212 -0.2933 -0.2581
H -1.12818 -1.36078 -0.49285 0.0298 -0.1128 0.6844
H -0.82963 0.42520 2.20223 0.4505 0.2009 -0.0016
H -0.27600 1.53889 3.08112 0.0940 -0.0074 -0.0677
O -0.02611 0.95119 2.35915 -0.5219 -0.2172 -0.0254
```
Forces are in eV/Å.

# 4
ORCA calculation (ωB97M-V with the def2-TZVPD basis set) on 2 unconnected molecules or ions with the total composition C2H5NO4.

For the HOMO-LUMO gap, the calculation gives 11.21 eV. The calculated total energy comes out at -11835.767 eV. As for the SMILES: O=CNC(=O)O.O. The value obtained for the energy relative to the best compared isomer or geometry (same formula, charge and spin) is 98.9 kJ/mol.

Geometry as XYZ:
```
12
Properties=species:S:1:pos:R:3:forces:R:3
O 0.98447 -2.23963 1.39987 -0.1836 -0.4320 -0.0454
C 0.69126 -1.41184 0.57017 0.2128 1.0588 -0.0265
N 0.66420 -0.06495 0.84772 0.0593 -0.1917 0.4803
C 0.63572 0.51791 2.14355 -0.4532 0.6268 -0.0241
O 0.69589 -0.30375 3.17377 0.3941 -0.2015 -0.1498
O 0.47374 1.70198 2.24582 0.1607 -0.1163 -0.0766
H 0.42888 -1.61333 -0.47555 0.1265 -0.3262 0.0003
H 0.56343 0.64028 0.13488 -0.1450 -0.2265 -0.2008
H 0.96404 -1.18881 2.84879 -0.1615 -0.2003 0.0457
H -1.47888 1.32201 -3.81063 0.8547 -0.0186 -0.5033
H -2.76732 1.34162 -4.37279 -0.2297 -0.0219 -0.9905
O -1.85542 1.29852 -4.70559 -0.6351 0.0494 1.4906
```
Forces are in eV/Å.

# 5
ORCA calculation (ωB97M-V with the def2-TZVPD basis set) on C2H5NOS in the gas phase.

For the HOMO-LUMO gap, the calculation gives 9.05 eV. The calculated total energy comes out at -16526.231 eV. As for the SMILES: NCC(O)=S. The value obtained for the energy relative to the best compared isomer or geometry (same formula, charge and spin) is 207.5 kJ/mol.

Geometry as XYZ:
```
10
Properties=species:S:1:pos:R:3:forces:R:3
C 0.46954 0.40915 0.17171 -0.7307 -1.9665 0.6514
C -0.99286 -0.06274 -0.07906 0.1957 -1.8978 2.2262
H 0.87308 -1.35525 -0.97342 2.1241 2.4000 2.9061
H 1.69116 -1.24887 0.57353 -0.3851 0.2416 -0.3114
H 0.40719 1.21679 -0.51421 1.5425 1.3507 -0.7457
H 0.55570 0.80342 1.26528 0.0106 -0.8378 -1.9739
H -1.22792 1.60726 -0.11606 -0.5148 2.1777 -0.0564
N 1.45048 -0.65904 -0.22587 -2.1870 -0.4751 -1.9091
O -1.89031 0.92596 -0.13060 0.8119 -0.8109 -0.2830
S -1.33607 -1.63668 0.02870 -0.8673 -0.1819 -0.5043
```
Forces are in eV/Å.

# 6
ORCA calculation (ωB97M-V with the def2-TZVPD basis set) on C2H5NOS in the gas phase.

For the HOMO-LUMO gap, the calculation gives 9.70 eV. The calculated total energy comes out at -16526.332 eV. As for the SMILES: OC/C=N\S. The value obtained for the energy relative to the best compared isomer or geometry (same formula, charge and spin) is 197.7 kJ/mol.

Geometry as XYZ:
```
10
Properties=species:S:1:pos:R:3:forces:R:3
C 0.79616 -0.01110 0.43061 1.0461 -0.2654 0.8026
C -0.13137 1.03025 -0.09599 -0.6398 -0.1062 -1.0340
H 0.72596 -0.84416 -1.33777 0.0435 0.0659 -0.1785
H 1.83295 0.38311 0.61933 -0.9673 -0.0470 -0.2857
H 0.44729 -0.39148 1.40060 -0.0736 0.0406 -0.1171
H 0.36392 1.97003 -0.37342 -0.5977 -0.0408 -0.0102
H -1.29176 -1.34931 0.18246 1.0765 -1.2378 0.3387
N -1.36540 0.85177 -0.42343 1.0539 0.9021 0.8729
O 0.87827 -1.13486 -0.43614 -0.0557 -0.2717 0.1297
S -2.25602 -0.50426 0.03375 -0.8859 0.9602 -0.5185
```
Forces are in eV/Å.

# 7
ORCA calculation (ωB97M-V with the def2-TZVPD basis set) on C2H5NOS in the gas phase.

For the HOMO-LUMO gap, the calculation gives 9.04 eV. The calculated total energy comes out at -16525.583 eV. As for the SMILES: CN(O)C=S. The value obtained for the energy relative to the best compared isomer or geometry (same formula, charge and spin) is 270.0 kJ/mol.

Geometry as XYZ:
```
10
Properties=species:S:1:pos:R:3:forces:R:3
C 0.61252 -1.08137 -0.03827 0.0238 0.6586 0.8967
C -0.05615 1.22222 -0.50024 -0.3444 -0.7618 0.0421
H 1.17150 -1.03765 -0.98356 -0.1700 0.1761 0.6717
H 1.20539 -1.00966 0.88200 0.5886 -0.0161 -0.4898
H 0.08756 -1.99165 0.05464 -0.7466 -1.0963 -0.1583
H -1.90777 0.46935 1.00571 0.4920 -0.6008 0.5298
H -0.87336 1.89960 -0.20738 0.6737 0.4244 -0.2055
N -0.34513 0.00886 0.03898 0.4303 0.4215 -0.0240
O -1.09192 -0.00624 1.28610 -0.0350 0.6003 -1.8143
S 1.19734 1.52654 -1.53797 -0.9125 0.1940 0.5515
```
Forces are in eV/Å.

# 8
ORCA calculation (ωB97M-V with the def2-TZVPD basis set) on C2H5NOS in the gas phase.

For the HOMO-LUMO gap, the calculation gives 10.16 eV. The calculated total energy comes out at -16526.956 eV. As for the SMILES: NCC(=O)S. The value obtained for the energy relative to the best compared isomer or geometry (same formula, charge and spin) is 137.6 kJ/mol.

Geometry as XYZ:
```
10
Properties=species:S:1:pos:R:3:forces:R:3
C 0.63716 -0.86619 -0.65335 0.4801 -0.7243 -2.8306
C 0.47564 0.53755 -0.13169 2.1489 1.9262 0.9121
H -0.08706 -2.82260 -0.45909 -1.8162 3.1069 -0.8451
H -0.78319 -1.81894 -1.70594 -0.1782 -0.4544 1.3170
H 1.42610 -1.29820 -0.04344 0.1929 0.0104 -0.1334
H 0.97631 -0.76486 -1.74381 0.1705 -0.0417 1.6413
H -1.30501 -0.57820 0.43616 -0.1093 0.8156 0.6888
N -0.55186 -1.81059 -0.68675 2.4657 -1.9616 -0.3819
O 1.35664 1.41816 -0.22784 -2.1748 -2.3881 -0.3691
S -0.86838 0.66147 0.92852 -1.1796 -0.2891 0.0009
```
Forces are in eV/Å.

# 9
ORCA calculation (ωB97M-V with the def2-TZVPD basis set) on C2H5NOS in the gas phase.

For the HOMO-LUMO gap, the calculation gives 8.40 eV. The calculated total energy comes out at -16524.257 eV. As for the SMILES: NC(=S)CO. The value obtained for the energy relative to the best compared isomer or geometry (same formula, charge and spin) is 398.0 kJ/mol.

Geometry as XYZ:
```
10
Properties=species:S:1:pos:R:3:forces:R:3
C -0.70249 0.13234 0.08292 -7.0241 0.6991 -2.4563
C 0.19216 -0.88165 0.15219 6.8655 -3.5516 1.7489
H 0.46771 1.60423 0.72119 -3.2256 0.0041 -3.9050
H -1.19076 2.12783 -0.25931 1.1284 -1.8972 0.7321
H 0.34143 -1.11228 1.30546 -0.4721 -0.3788 -2.2996
H -0.12653 -1.75686 -0.51841 0.8565 1.2679 1.4467
H 2.14755 -0.79062 -1.06724 -3.2414 2.2283 4.3349
N -0.45145 1.37389 -0.12320 4.7574 5.0289 3.9759
O 1.56219 -0.27368 -0.16700 1.8218 -3.2732 -3.7835
S -2.23980 -0.42321 -0.12661 -1.4664 -0.1275 0.2059
```
Forces are in eV/Å.

# 10
ORCA calculation (ωB97M-V with the def2-TZVPD basis set) on 2 unconnected molecules or ions with the total composition C2H5NOS.

For the HOMO-LUMO gap, the calculation gives 8.98 eV. The calculated total energy comes out at -16521.422 eV. The value obtained for the energy relative to the best compared isomer or geometry (same formula, charge and spin) is 671.4 kJ/mol.

Geometry as XYZ:
```
10
Properties=species:S:1:pos:R:3:forces:R:3
C -0.57531 -1.62094 -0.00623 -6.8962 0.3978 2.4620
C 0.86556 0.49274 0.18150 0.3395 0.7243 -3.4340
H -1.19852 -1.49835 1.04073 1.3722 0.7409 -2.3244
H -1.26348 -1.32238 -0.82588 1.0783 0.2599 0.2935
H -0.63747 -2.62405 0.09636 -0.3445 -3.8242 -0.5687
H 2.00620 0.97846 0.24650 -3.4725 -0.7983 0.1649
H -0.49829 3.27090 0.09294 4.2840 -3.0218 -2.8829
N -0.19877 1.15597 -0.42166 6.2620 -0.5864 3.0999
O 0.48294 2.51135 -0.54634 -6.0650 2.0379 2.7543
S 1.01713 -1.34370 0.14208 3.4423 4.0701 0.4354
```
Forces are in eV/Å.

Repeat the eighth record exactly.
ORCA calculation (ωB97M-V with the def2-TZVPD basis set) on C2H5NOS in the gas phase.

For the HOMO-LUMO gap, the calculation gives 10.16 eV. The calculated total energy comes out at -16526.956 eV. As for the SMILES: NCC(=O)S. The value obtained for the energy relative to the best compared isomer or geometry (same formula, charge and spin) is 137.6 kJ/mol.

Geometry as XYZ:
```
10
Properties=species:S:1:pos:R:3:forces:R:3
C 0.63716 -0.86619 -0.65335 0.4801 -0.7243 -2.8306
C 0.47564 0.53755 -0.13169 2.1489 1.9262 0.9121
H -0.08706 -2.82260 -0.45909 -1.8162 3.1069 -0.8451
H -0.78319 -1.81894 -1.70594 -0.1782 -0.4544 1.3170
H 1.42610 -1.29820 -0.04344 0.1929 0.0104 -0.1334
H 0.97631 -0.76486 -1.74381 0.1705 -0.0417 1.6413
H -1.30501 -0.57820 0.43616 -0.1093 0.8156 0.6888
N -0.55186 -1.81059 -0.68675 2.4657 -1.9616 -0.3819
O 1.35664 1.41816 -0.22784 -2.1748 -2.3881 -0.3691
S -0.86838 0.66147 0.92852 -1.1796 -0.2891 0.0009
```
Forces are in eV/Å.

Question: What is the formula in the second record?
Answer: C2H5NO3